17
Properties=species:S:1:pos:R:3 method="wB97M-V/def2-TZVPD" e_above_lowest_ev=0.160 e_homo_ev="-17.792 / -17.504" multiplicity=2 total_charge=+2 gap_ev="10.6 / 2.5" total_energy_ha=-379.17655
N 0.49101 -1.76079 2.41156
C 1.42425 -1.78414 1.48163
N 2.11528 -0.74473 1.13393
H 0.31856 -0.92404 2.94648
H 0.27602 -2.61305 2.91124
H 1.74111 -2.76647 1.14578
H 2.82310 -0.84840 0.42542
H 1.89957 0.19248 1.44990
H -5.27125 2.12344 -4.06785
H -3.85109 1.50428 -3.78126
O -4.75671 1.60885 -3.38046
H 0.21333 1.93771 1.39261
H 1.38324 2.92656 0.94367
O 1.07266 2.00640 0.96745
H -0.29932 0.36773 -1.70008
H 0.21939 -0.76524 -2.59974
O 0.20083 -0.46057 -1.68030